1.
DFT (wB97M-V/def2-TZVPD) results for a 12-piece molecular cluster, C18H60O12 overall.

Values from the calculation:
energy above the lowest of the compared OMol25 structures with the same formula, charge and spin	161.90	kcal per mole
structure (SMILES)	CCO.CCO.CCO.CCO.CCO.CCO.CO.CO.CO.CO.CO.CO

Geometry as XYZ:
```
90
C18H60O12 wB97M-V/def2-TZVPD
O 11.444 7.902 -7.794
O 20.361 10.663 -7.912
O 15.794 8.339 -9.051
O 14.237 10.006 -4.425
O 14.974 12.817 -8.142
O 16.562 4.452 -6.151
O 20.225 5.723 -4.715
O 19.216 6.944 -0.649
O 22.077 9.322 -5.835
O 15.893 9.266 -6.507
O 14.445 5.604 -2.615
O 19.278 5.407 -7.618
C 20.800 5.241 -3.549
C 12.162 8.893 -7.119
C 18.285 11.619 -7.190
C 15.323 12.114 -4.525
C 18.113 7.722 -2.646
C 13.993 6.724 -4.650
C 15.108 7.122 -8.883
C 18.706 5.888 -8.812
C 20.884 8.687 -5.284
C 19.001 10.751 -8.223
C 14.289 11.634 -8.264
C 17.676 7.663 -6.344
C 19.342 7.783 -1.743
C 17.596 3.928 -5.378
C 14.960 10.918 -3.673
C 20.985 3.789 -3.775
C 15.017 6.499 -3.498
C 16.943 8.830 -5.732
H 17.743 4.462 -4.404
H 15.520 6.414 -9.491
H 15.104 6.905 -7.858
H 18.723 11.197 -9.208
H 20.181 9.437 -4.959
H 11.841 9.859 -7.431
H 14.248 11.267 -2.901
H 18.314 8.380 -3.447
H 13.776 5.899 -5.243
H 15.834 10.433 -3.177
H 18.736 5.753 -6.960
H 19.122 6.840 -9.124
H 16.934 6.973 -6.692
H 19.520 8.796 -1.457
H 17.955 6.712 -3.054
H 13.096 7.301 -4.459
H 21.526 3.332 -2.964
H 14.456 7.367 -5.377
H 17.229 8.145 -2.178
H 18.249 12.618 -7.477
H 14.957 5.637 -1.784
H 18.955 5.126 -9.581
H 18.258 7.237 -5.601
H 14.852 10.957 -8.967
H 17.258 11.390 -7.102
H 15.975 6.098 -3.901
H 21.594 3.539 -4.642
H 16.031 8.714 -8.151
H 16.464 8.565 -4.794
H 13.403 11.997 -8.752
H 17.614 5.922 -8.709
H 18.468 3.887 -5.931
H 14.417 12.697 -4.820
H 13.214 8.764 -7.328
H 17.632 9.663 -5.430
H 20.274 7.438 -2.265
H 18.292 7.864 -7.157
H 11.948 8.795 -6.068
H 21.227 8.068 -4.469
H 20.407 8.190 -6.095
H 20.175 5.348 -2.681
H 18.543 9.758 -8.219
H 20.047 7.025 -0.181
H 14.129 9.254 -3.841
H 20.063 3.326 -4.030
H 15.526 9.918 -5.943
H 14.041 7.161 -9.151
H 20.711 9.820 -8.169
H 14.237 11.155 -7.277
H 17.282 2.927 -5.101
H 15.726 4.041 -5.874
H 15.022 13.061 -7.222
H 16.059 12.725 -4.037
H 21.742 5.766 -3.433
H 15.316 7.423 -2.989
H 15.951 11.844 -5.412
H 20.843 5.907 -5.451
H 21.756 10.212 -6.096
H 18.728 11.409 -6.254
H 11.410 7.043 -7.351
```

Mulliken population analysis, charges in e, atoms 1 to 4: -0.585, -0.578, -0.660, -0.500

***

2.
DFT (wB97M-V/def2-TZVPD) results for a 12-piece molecular cluster, C18H61N2O12 overall.

Values from the calculation:
total charge	+1

Geometry as XYZ:
```
93
C18H61N2O12 wB97M-V/def2-TZVPD
O 4.485 -2.517 -4.951
O 4.903 -0.672 -1.557
O 1.158 -2.337 2.811
O 1.145 4.996 -0.924
O -5.524 -0.653 1.661
O 0.028 2.753 1.532
O -3.155 2.201 -1.455
O -3.368 1.692 2.117
O -1.729 6.086 -3.986
O -0.880 -6.194 3.350
O 0.335 -3.069 -3.148
O 3.997 4.496 -0.986
N -0.911 -3.765 1.182
N -1.170 -1.057 1.800
C 0.393 6.145 -0.510
C -2.378 -1.907 1.976
C -0.358 -1.438 0.583
C -0.241 2.794 2.935
C -3.434 0.935 -2.046
C -1.995 -6.953 3.833
C -2.062 -3.377 2.003
C -0.520 6.593 -4.555
C -6.615 -1.456 2.150
C 1.086 -1.090 0.731
C -4.105 2.868 2.498
C 2.396 -3.267 0.997
C 5.476 -2.757 -3.949
C 5.012 5.496 -1.096
C -0.639 -2.849 0.108
C 1.854 -2.016 1.645
C 1.485 -2.239 -3.364
C 5.919 -0.944 -0.593
H -4.873 3.091 1.756
H -2.515 -7.441 3.005
H 0.867 3.198 1.397
H -1.107 -4.651 0.778
H 2.287 -2.602 -2.727
H 5.034 -2.716 -2.952
H 6.310 -1.940 -0.786
H 0.114 -3.188 -0.555
H 4.642 6.458 -0.734
H 1.797 -2.316 -4.406
H 0.139 5.767 -4.835
H 5.340 5.599 -2.134
H 2.713 -1.476 1.959
H -0.044 5.968 0.476
H -2.157 5.549 -4.647
H -7.328 -0.838 2.695
H 5.858 5.190 -0.488
H -2.893 2.042 -0.548
H 2.793 -3.857 1.793
H 1.537 -1.049 -0.234
H -1.219 -5.528 2.759
H -2.542 0.296 -2.034
H -0.737 -0.826 -0.203
H 6.277 -2.018 -4.024
H 4.568 0.206 -1.382
H 1.156 -0.103 1.124
H -2.760 -1.666 2.941
H -2.919 -3.868 1.580
H -1.535 -2.773 -0.494
H 6.731 -0.221 -0.680
H -1.518 -0.120 1.630
H -0.399 6.354 -1.232
H 5.512 -0.911 0.420
H -0.307 3.831 3.267
H 1.273 -1.192 -3.116
H -3.158 -1.665 1.299
H -3.412 3.700 2.554
H 0.540 2.276 3.500
H 5.886 -3.749 -4.119
H -4.001 0.974 2.069
H 3.224 -3.065 0.362
H 4.127 -1.645 -4.806
H -1.929 -3.749 2.994
H -0.617 -0.993 2.650
H -4.250 0.430 -1.515
H 0.552 -3.047 2.631
H -3.734 1.100 -3.075
H -6.209 -2.206 2.821
H -0.356 -2.748 -3.723
H 1.656 -3.867 0.522
H -0.027 7.207 -3.808
H -5.889 0.006 1.070
H -0.739 7.206 -5.433
H -1.617 -7.711 4.510
H 1.066 6.995 -0.457
H -4.571 2.722 3.473
H 0.537 4.260 -0.966
H -1.196 2.304 3.110
H -2.694 -6.308 4.375
H 3.252 4.775 -1.520
H -7.121 -1.953 1.322
```

Mulliken population analysis, charges in e, atoms 1 to 4: -0.516, -0.418, -0.699, -0.352

***

3.
DFT (wB97M-V/def2-TZVPD) results for C18H64N14O14 as an isolated structure.

Values from the calculation:
energy above the lowest of the compared OMol25 structures with the same formula, charge and spin	168.77	kcal per mole

Geometry as XYZ:
```
110
C18H64N14O14 wB97M-V/def2-TZVPD
O 1.837 -2.650 -1.197
O -2.890 -3.803 1.704
O -2.536 2.477 1.762
O 6.943 1.661 -0.089
O 1.238 0.061 0.923
O 2.305 2.541 0.694
O -3.001 -1.496 0.178
O -3.471 0.138 -3.977
O -0.605 -3.683 -0.837
O 1.695 -1.498 4.268
O 1.473 3.391 -2.887
O 1.113 0.630 -1.754
O -1.419 0.519 3.325
O -3.633 2.845 -2.281
N 0.252 3.350 1.764
N -1.425 2.986 -3.139
N -1.749 2.262 -1.117
N -2.324 -1.322 -2.508
N 3.711 3.933 -3.646
N -0.541 0.394 -3.483
N -0.141 1.296 5.202
N 0.839 1.132 3.325
N -1.369 -4.897 -2.601
N -2.839 -4.177 -1.402
N 0.722 -1.301 -3.185
N 0.616 3.855 -0.235
N -4.121 -1.778 -2.961
N 3.442 2.749 -1.882
C 5.683 1.593 0.633
C -1.554 -4.367 -1.459
C -4.569 3.123 0.701
C -1.586 -3.102 3.504
C -3.403 -0.725 -2.894
C 4.178 -2.548 -1.303
C 0.478 -0.040 -2.772
C 2.874 3.339 -2.845
C -2.279 2.715 -2.171
C -0.274 0.904 3.966
C 5.066 0.335 0.301
C -3.938 2.794 2.027
C 2.158 -2.234 3.189
C -1.608 -3.825 2.146
C 2.962 -1.939 -0.689
C -0.102 -0.384 0.876
C -3.874 -0.418 0.491
C 1.084 3.228 0.770
H 0.909 0.775 2.307
H -0.779 0.465 0.734
H -0.766 2.427 -0.844
H 2.982 -0.846 -0.783
H -0.505 0.303 -4.526
H 4.749 3.837 -3.692
H 1.446 -1.403 -4.014
H -1.908 -2.055 3.535
H -2.857 -2.069 0.997
H 1.732 1.550 3.581
H 0.791 1.119 5.656
H 4.415 -3.591 -0.968
H 0.932 3.735 -1.150
H -0.506 -3.191 3.722
H 3.019 2.496 -0.957
H -2.281 -1.288 -1.537
H -3.707 3.666 2.714
H -5.624 3.149 1.017
H 3.314 4.362 -4.511
H 5.865 1.599 1.744
H -2.181 -3.547 4.303
H -4.592 1.989 2.408
H -0.251 -0.909 -0.068
H -0.357 -4.876 -2.930
H 1.560 0.280 0.041
H 1.347 -3.089 -0.454
H 2.757 -1.639 2.507
H 1.364 -2.299 2.452
H -1.296 -4.842 2.238
H 4.454 2.760 -1.728
H 2.936 -2.130 0.411
H -1.562 -0.691 -2.855
H -4.997 -1.705 -3.422
H -3.299 -4.654 2.129
H 7.571 1.052 0.334
H -2.135 1.924 2.442
H -0.601 3.904 1.681
H -1.868 -5.691 -2.682
H -0.470 -1.048 1.670
H -4.137 4.001 0.289
H 4.536 0.489 -0.676
H -0.937 1.016 5.842
H -3.419 -4.960 -1.074
H 2.727 -3.096 3.449
H -4.375 2.416 -0.110
H -2.325 1.841 -0.384
H -0.425 3.016 -3.128
H 5.124 -2.169 -0.965
H -0.916 -3.294 1.465
H 4.065 -2.564 -2.410
H 1.589 -0.667 3.981
H 4.253 -0.107 0.920
H 1.066 -1.883 -2.303
H -2.879 -3.429 -0.666
H -4.524 -2.080 -2.050
H -0.142 4.477 -0.201
H -0.902 1.264 -3.104
H -4.542 0.006 -0.291
H -3.384 0.421 0.889
H 0.361 2.697 2.579
H -4.592 -0.712 1.172
H 5.022 2.401 0.430
H 5.681 -0.523 0.273
H -1.946 3.546 -3.860
```

Mulliken population analysis, charges in e, atoms 1 to 4: -0.539, -0.677, -0.057, -0.548

***

4.
DFT (wB97M-V/def2-TZVPD) results for a 15-piece molecular cluster, C18H66N2O15 overall.

Values from the calculation:
energy above the lowest of the compared OMol25 structures with the same formula, charge and spin	48.81	kcal per mole

Geometry as XYZ:
```
101
C18H66N2O15 wB97M-V/def2-TZVPD
O -0.743 0.979 -0.946
O -1.247 -1.169 -5.164
O -1.660 -2.944 1.016
O -0.520 3.633 -0.496
O 2.577 2.191 -3.304
O 1.091 -3.592 1.597
O 2.207 0.292 3.090
O 0.805 3.749 3.829
O -3.276 0.704 -1.796
O 5.105 -1.409 -0.688
O 3.795 4.203 0.414
O -0.057 -3.145 -3.377
O -3.498 2.040 2.669
O -4.337 -2.235 -2.775
O 0.266 -1.485 3.185
N -4.743 1.761 -3.295
N -4.250 2.837 -1.511
C -0.671 -1.465 4.270
C -2.237 -4.174 0.859
C -3.046 -2.344 -2.208
C 3.937 3.224 -0.588
C 3.411 -0.441 2.664
C -3.820 1.151 1.630
C 1.413 1.828 -2.619
C 0.711 -4.766 2.275
C 3.789 -1.713 -1.035
C -4.069 1.778 -2.153
C -0.896 0.138 -4.844
C -0.542 2.007 2.904
C 0.703 -2.415 -2.469
C 0.936 -0.251 0.132
C 3.882 1.833 -0.032
C 0.470 4.041 0.389
C 0.057 2.611 4.159
C -0.526 -0.077 -0.051
H -1.175 0.817 -5.587
H -3.260 1.287 0.767
H 5.351 -1.786 0.165
H 1.727 -2.698 -2.277
H -1.638 0.976 -1.186
H 0.117 -2.241 2.675
H -0.355 2.717 -0.891
H 0.269 1.692 2.238
H -0.102 -4.040 -2.964
H 4.275 0.147 2.395
H -3.296 -4.064 0.770
H 4.731 1.649 0.573
H -0.342 -0.891 5.102
H 1.258 0.709 0.431
H -1.159 2.688 2.307
H 1.420 -0.402 -0.798
H -2.272 -1.589 -2.367
H 0.204 0.361 -4.672
H -1.716 -4.660 0.032
H 1.531 2.049 -1.589
H -4.764 -3.115 -2.559
H -0.922 -0.975 -0.515
H 0.635 1.819 4.644
H -2.170 -4.801 1.731
H 0.103 -4.592 3.211
H 0.570 2.361 -2.998
H 1.226 0.747 -2.706
H 3.813 1.043 -0.819
H -0.736 -1.707 -4.590
H 3.770 5.033 -0.080
H -0.747 3.004 4.775
H 3.744 -1.174 3.377
H -4.886 1.350 1.520
H -0.734 -3.186 1.052
H -3.653 3.061 -0.763
H 3.402 -0.971 -1.651
H 1.735 3.488 3.909
H 3.012 1.668 0.610
H 3.827 -2.617 -1.584
H 3.069 1.349 -3.497
H 3.268 3.464 -1.342
H 1.780 -3.903 0.985
H 4.929 3.398 -1.127
H 1.433 -0.270 3.033
H -5.022 3.538 -1.771
H 3.235 -2.118 -0.124
H -0.846 -2.487 4.619
H -3.190 -2.540 -1.105
H -1.175 1.110 3.034
H 0.227 -2.600 -1.504
H -1.625 -1.003 3.930
H -3.747 0.102 1.896
H -1.145 0.136 0.802
H -5.096 2.625 -3.690
H -2.658 -3.209 -2.626
H 0.745 -1.329 -2.636
H -1.365 0.321 -3.918
H 3.239 -1.016 1.754
H 1.190 -1.014 0.809
H 1.153 4.730 -0.143
H 1.059 3.258 0.806
H 0.034 4.527 1.285
H -4.360 2.127 3.062
H -4.483 0.967 -3.968
H 1.542 -5.413 2.397
H 0.028 -5.303 1.579
```

Mulliken population analysis, charges in e, atoms 1 to 4: 1.192, -0.591, 0.094, -0.554

***

5.
DFT (wB97M-V/def2-TZVPD) results for a 16-piece molecular cluster, C18H66N2O16 overall.

Values from the calculation:
energy above the lowest of the compared OMol25 structures with the same formula, charge and spin	7.12	kcal per mole

Geometry as XYZ:
```
102
C18H66N2O16 wB97M-V/def2-TZVPD
O 0.257 -3.856 -3.262
O -5.107 0.925 0.222
O -5.791 -3.925 -0.505
O -1.481 0.818 -4.599
O 2.542 4.873 -0.872
O -1.548 -3.674 1.635
O -3.814 -1.141 -1.072
O -1.004 -1.468 -3.219
O -1.329 -0.566 -0.607
O -3.471 -6.175 -0.267
O -2.918 -3.631 -1.232
O -4.917 3.373 1.088
O -3.262 3.903 -1.146
O -1.351 2.455 0.449
O -6.751 -0.755 -2.234
O -1.726 -2.110 -5.743
N -0.662 -2.587 1.802
N 3.504 4.004 -0.255
C -1.030 -1.752 3.076
C 3.219 1.934 -1.842
C 1.443 -0.857 3.115
C -1.157 -2.666 4.395
C 1.800 -1.691 1.780
C 3.942 1.757 0.618
C 0.987 -3.406 0.160
C 1.268 -3.996 2.604
C -2.407 -1.117 2.816
C 1.624 2.342 0.042
C 0.774 -2.914 1.614
C -0.023 -0.561 3.274
C 5.013 5.929 0.059
C 3.119 2.552 -0.427
C 5.734 3.588 0.651
C 5.553 4.141 -1.752
C 4.888 4.388 -0.376
C 5.467 2.026 0.614
H -2.388 -0.440 1.962
H 0.904 2.811 -0.628
H 4.481 6.197 0.972
H 5.412 3.883 1.650
H 2.374 2.045 -2.520
H -0.224 0.350 2.710
H -5.847 -4.773 -0.945
H -1.417 -3.687 4.116
H -0.149 -2.692 4.808
H -2.920 -0.799 -1.098
H -3.114 -2.697 -1.156
H -6.036 -1.114 -1.710
H -1.374 -1.650 -4.981
H 4.876 4.340 -2.582
H 3.510 2.045 1.576
H 1.377 1.286 -0.066
H 2.031 0.053 3.232
H -2.506 4.444 -1.375
H -0.172 -0.309 4.324
H -1.960 -3.472 0.792
H 1.898 -1.434 3.921
H -6.485 0.146 -2.418
H 1.916 4.951 -0.149
H 5.919 1.647 -0.302
H -1.170 -1.263 -2.299
H 6.107 3.209 -1.867
H 1.196 -4.040 -3.302
H -1.858 -2.384 5.181
H 6.400 4.817 -1.871
H 6.041 6.223 0.270
H -2.796 -0.614 3.701
H 4.619 6.559 -0.739
H 0.557 -4.810 2.461
H 5.991 1.751 1.529
H 2.845 -1.997 1.838
H -4.859 1.720 0.694
H 2.181 -4.581 2.490
H -2.182 2.681 0.031
H -6.064 0.915 0.255
H 4.131 2.175 -2.387
H 3.352 0.884 -1.581
H 0.234 -4.169 -0.039
H -1.194 0.375 -0.495
H -3.352 -5.257 -0.513
H -4.254 -0.613 -0.406
H -0.122 -4.633 -2.851
H 1.033 -3.648 3.610
H -1.313 1.611 -4.089
H 1.709 -0.992 0.949
H 1.988 -3.810 0.011
H -3.701 3.739 -1.980
H -0.590 -2.330 -3.202
H -5.340 4.202 1.312
H -2.582 -6.511 -0.158
H -3.141 -1.897 2.614
H -1.404 0.105 -3.965
H 1.427 2.638 1.073
H -2.714 -3.759 -2.159
H 0.798 -2.655 -0.607
H -1.041 3.278 0.827
H -1.164 -0.937 0.260
H 3.920 0.708 0.321
H -4.405 3.570 0.303
H -2.637 -1.822 -5.798
H 6.788 3.857 0.579
H -4.925 -3.590 -0.737
```

Mulliken population analysis, charges in e, atoms 1 to 4: -0.618, -0.595, -0.673, -0.590

***

What are the Kohn-Sham gap values for these records? In order: 9.8 9.2 8.1 8.5 7.9 eV.
What are the LUMO level values for these records? In order: 0.2 -2.4 0.2 -0.3 -0.7 eV.
What are the F_max values for these records? In order: 3.116 1.979 12.147 9.028 3.275 eV/Å.